No. 1
This record from the OMol25 dataset describes a structure of composition C15H20FMnNO7S. The level of theory is ωB97M-V/def2-TZVPD.

As for the expectation value of S²: 6.04. For the HOMO-LUMO gap (alpha / beta), the calculation gives 7.419 / 9.000 eV. As for the energy above the lowest of the compared OMol25 structures with the same formula, charge and spin: 1.715 eV. As for the spin multiplicity: 5. As for the charge: +1.

XYZ file:
```
46
Properties=species:S:1:pos:R:3:forces:R:3:mulliken_spin:R:1
Mn 0.561 -0.441 0.216 2.0 -0.9 0.2 3.83
C 1.121 -2.002 2.536 0.2 -0.3 -0.1 0.01
C 0.645 -3.050 1.509 -0.1 0.0 0.3 0.00
O 0.663 -2.678 0.117 -0.3 1.0 -0.2 0.03
C 1.848 -2.930 -0.662 0.2 -0.1 0.0 0.00
C 2.113 -1.890 -1.803 -0.1 -0.3 -0.1 0.01
O 1.568 -0.559 -1.662 -0.6 0.2 0.9 0.02
C 2.393 0.621 -1.711 0.0 0.4 0.0 0.01
C 2.764 1.332 -0.380 0.3 -0.2 -0.1 0.00
O 1.682 1.424 0.568 -0.8 -0.6 -0.1 0.02
C 2.046 1.241 1.959 0.2 -0.1 0.3 -0.01
C 0.998 0.486 2.817 0.0 0.3 -0.1 0.03
O 0.440 -0.752 2.298 0.0 0.3 -0.9 0.00
H 2.196 -1.864 2.504 0.0 0.1 0.1 0.00
H 0.828 -2.369 3.522 -0.1 0.0 0.0 0.00
H -0.406 -3.259 1.704 0.0 -0.1 0.0 0.00
H 1.228 -3.958 1.666 0.0 0.0 0.0 0.00
H 1.705 -3.892 -1.157 0.0 0.0 0.0 0.00
H 2.712 -2.992 -0.007 -0.1 0.0 0.0 0.00
H 1.661 -2.267 -2.718 0.0 0.0 0.0 0.00
H 3.194 -1.829 -1.924 0.0 0.0 -0.1 0.00
H 1.822 1.311 -2.331 0.0 0.0 0.0 0.00
H 3.331 0.392 -2.217 0.0 0.0 0.0 0.00
H 3.048 2.349 -0.655 0.0 0.0 0.0 0.00
H 3.614 0.836 0.081 0.0 0.0 0.1 0.00
H 2.120 2.230 2.416 0.0 0.0 0.0 0.00
H 3.014 0.749 2.016 0.0 0.0 -0.1 0.00
H 0.128 1.122 2.942 -0.1 0.0 0.1 -0.01
H 1.455 0.301 3.789 0.0 0.0 0.0 0.00
F 2.258 -0.914 0.615 0.7 -0.1 0.2 -0.01
O -1.238 -0.666 -2.236 -0.1 0.2 0.2 0.02
C -1.708 0.048 -1.374 0.0 -0.6 -0.6 0.02
N -1.160 0.132 -0.105 -1.1 0.6 0.1 0.02
S -1.997 1.199 0.890 0.1 0.4 0.1 0.01
O -2.540 0.492 2.007 -0.1 -0.1 -0.1 0.00
O -1.133 2.314 1.172 -0.1 -0.1 -0.1 0.01
C -3.201 1.612 -0.340 0.4 -0.4 -0.2 0.00
C -4.258 2.491 -0.259 0.0 0.0 0.2 0.00
C -5.029 2.665 -1.403 0.1 0.0 0.1 0.00
C -4.745 1.965 -2.571 0.0 0.0 -0.1 0.00
C -3.682 1.076 -2.633 0.0 -0.1 0.0 0.00
C -2.905 0.910 -1.500 -0.2 0.3 0.1 0.00
H -4.478 3.019 0.659 0.0 0.0 0.0 0.00
H -5.859 3.358 -1.378 0.0 0.0 0.0 0.00
H -5.363 2.119 -3.446 0.0 0.0 0.0 0.00
H -3.455 0.520 -3.533 0.0 0.0 0.0 0.00
```
Forces are in eV/Å.

No. 2
This record from the OMol25 dataset describes the molecule C3H4N2O. The level of theory is ωB97M-V/def2-TZVPD.

The SMILES is CC(=C=N)N=O. For the HOMO-LUMO gap, the calculation gives 8.665 eV. As for the energy above the lowest of the compared OMol25 structures with the same formula, charge and spin: 4.225 eV.

XYZ file:
```
10
Properties=species:S:1:pos:R:3:forces:R:3:nbo_charge:R:1
C 1.166 0.076 0.945 0.4 0.0 0.3 -0.62
C -0.127 -0.100 0.243 -0.2 0.3 -0.5 -0.20
C -0.340 0.051 -1.058 -0.5 -0.6 0.0 0.52
N -0.805 -0.062 -2.167 1.2 -0.1 0.2 -0.57
N -1.279 -0.494 0.967 -0.2 0.0 0.3 0.13
O -2.323 -0.605 0.367 0.0 0.1 0.1 -0.34
H 1.947 -0.567 0.532 0.0 0.1 0.1 0.22
H 1.015 -0.188 1.994 0.1 0.0 -0.1 0.24
H 1.511 1.116 0.900 0.0 -0.2 0.0 0.22
H -0.765 0.773 -2.723 -0.7 0.5 -0.5 0.40
```
Forces are in eV/Å.

No. 3
This record from the OMol25 dataset describes a cluster of 15 separate species, C25H54Cl28N4O5P in total. The level of theory is ωB97M-V/def2-TZVPD.

For the HOMO-LUMO gap, the calculation gives 8.194 eV. As for the charge: +1.

XYZ file:
```
117
Properties=species:S:1:pos:R:3:forces:R:3:mulliken_charge:R:1
C 2.753 -1.285 0.423 0.0 0.0 -0.1 -1.00
C 1.640 -0.644 1.172 -0.6 -0.7 1.2 1.12
O 0.977 -1.249 2.010 0.2 0.7 -0.8 -0.64
O 1.385 0.644 0.874 0.9 -0.4 0.2 -0.40
C 0.649 1.324 1.899 -0.5 0.2 -0.1 0.10
C 0.466 2.769 1.509 -0.2 -0.1 0.2 -0.84
C -0.752 2.952 0.608 0.4 0.5 -0.4 0.71
C -0.598 2.429 -0.832 -0.6 -0.6 0.6 -1.28
C -0.804 0.916 -1.038 -0.3 0.2 -0.1 1.63
C -2.209 0.510 -1.506 0.6 -0.2 -0.7 -1.11
N -2.617 -0.805 -0.914 -0.5 0.4 0.2 0.04
C -3.328 -0.673 0.265 0.3 -0.1 0.2 -0.04
N -4.694 -0.669 0.280 0.3 0.3 -0.6 0.00
C -5.347 -2.033 0.317 0.1 0.3 0.7 -0.70
C -4.407 -3.232 0.236 -1.1 -0.7 -0.4 -0.33
N -5.211 -4.477 0.303 0.4 0.5 0.4 -0.59
N -2.658 -0.538 1.392 -0.1 -0.5 0.2 0.49
P -3.295 -0.389 2.996 -0.5 0.9 0.9 0.55
O -4.600 0.229 3.078 -0.5 -0.5 -0.4 -0.65
O -3.194 -1.840 3.631 0.3 0.3 -0.3 -0.51
O -2.163 0.483 3.656 0.5 -0.7 -0.4 -0.14
H 3.651 -0.680 0.369 -0.1 0.3 -0.2 0.35
H 2.362 -1.528 -0.563 0.4 0.2 -0.2 0.05
H 3.012 -2.222 0.897 -0.1 -0.2 0.1 0.39
H 1.138 1.174 2.856 0.2 0.0 0.1 0.67
H -0.343 0.876 1.972 0.0 -0.1 0.2 -0.23
H 0.323 3.355 2.417 -0.1 0.0 0.1 0.02
H 1.373 3.161 1.054 0.1 0.0 -0.2 0.43
H -0.930 4.024 0.524 -0.1 0.1 0.0 -0.28
H -1.636 2.541 1.104 -0.1 -0.2 0.0 -0.01
H -1.363 2.935 -1.418 0.2 0.1 -0.4 0.56
H 0.379 2.686 -1.221 0.1 0.3 0.0 0.44
H -0.587 0.337 -0.144 0.2 0.2 0.1 -1.46
H -0.099 0.587 -1.796 0.1 -0.2 0.0 0.32
H -2.953 1.283 -1.320 -0.2 -0.1 0.3 0.50
H -2.185 0.359 -2.581 -0.2 0.1 -0.1 0.33
H -1.820 -1.418 -0.770 0.2 0.2 -0.1 0.04
H -4.971 -0.172 -0.562 -0.2 -0.3 -0.1 0.43
H -5.926 -2.080 1.235 -0.1 0.0 0.1 0.34
H -6.036 -2.073 -0.519 -0.1 0.1 -0.1 0.47
H -3.919 -3.243 -0.735 0.5 0.2 0.1 0.17
H -3.711 -3.268 1.071 0.3 0.2 -0.1 0.32
H -5.194 -4.795 1.263 -0.2 -0.2 0.0 0.28
H -6.180 -4.272 0.093 -0.1 -0.1 -0.1 0.26
H -1.644 -0.523 1.310 0.1 -0.1 0.1 -0.13
H -2.269 -2.041 3.835 0.0 -0.5 0.1 0.37
H -1.999 0.200 4.578 0.1 0.4 0.2 0.02
C 0.885 4.110 -4.427 0.0 0.1 -0.1 -0.40
Cl 0.834 2.344 -4.312 0.0 0.0 0.0 -0.13
Cl 0.015 4.878 -3.092 0.0 0.2 -0.1 -0.08
H 1.919 4.430 -4.396 0.0 -0.1 0.1 0.31
H 0.425 4.411 -5.360 -0.1 -0.1 0.0 0.32
C 1.086 -4.315 -1.827 0.3 -0.1 -0.2 -0.08
Cl 2.825 -4.035 -1.861 -0.2 0.1 -0.1 -0.05
Cl 0.215 -2.983 -1.023 -0.2 0.0 0.1 -0.16
H 0.725 -4.399 -2.840 -0.1 0.1 0.0 0.25
H 0.891 -5.229 -1.283 0.0 0.0 0.1 -0.04
C -2.428 5.863 2.226 -0.1 0.0 -0.1 -0.44
Cl -1.264 5.592 3.527 0.0 0.0 0.0 -0.03
Cl -1.680 6.659 0.838 0.0 0.1 0.1 -0.15
H -2.809 4.899 1.909 0.0 0.0 0.0 0.19
H -3.235 6.485 2.592 0.1 0.1 0.1 0.39
C -3.045 7.415 -3.288 0.1 0.1 -0.1 -0.17
Cl -3.561 6.135 -2.180 0.0 -0.1 0.0 -0.13
Cl -4.190 7.639 -4.612 0.0 0.0 0.0 -0.16
H -2.969 8.342 -2.732 -0.1 0.0 0.0 0.29
H -2.082 7.142 -3.703 0.0 -0.1 0.0 0.16
C -1.310 -7.303 -2.252 0.0 -0.1 -0.1 0.28
Cl -0.091 -7.689 -1.026 0.0 0.0 0.0 -0.18
Cl -0.599 -6.531 -3.682 -0.2 -0.1 0.0 -0.16
H -1.790 -8.227 -2.557 0.2 0.2 0.0 -0.18
H -2.038 -6.628 -1.818 0.1 0.0 0.0 0.25
C -4.789 -9.410 -1.208 -0.1 0.1 0.0 -0.26
Cl -4.133 -8.856 0.336 0.0 0.0 0.0 -0.15
Cl -3.505 -9.879 -2.332 -0.2 -0.3 -0.1 -0.15
H -5.424 -10.270 -1.032 0.1 -0.1 0.0 0.32
H -5.360 -8.604 -1.653 0.1 0.0 0.0 0.25
C -4.296 0.179 6.624 -0.3 0.0 0.1 0.04
Cl -2.519 0.062 6.758 0.1 0.0 0.0 -0.20
Cl -5.087 -0.592 7.991 0.0 0.0 -0.1 -0.14
H -4.566 1.227 6.602 0.1 0.0 0.1 0.30
H -4.611 -0.311 5.711 0.0 -0.1 0.0 0.02
C 3.370 -8.377 -3.198 0.0 -0.1 0.1 -0.22
Cl 2.123 -9.585 -3.518 0.0 0.0 0.0 -0.14
Cl 3.106 -6.899 -4.136 0.0 0.0 0.0 -0.15
H 3.349 -8.124 -2.145 -0.1 0.0 0.0 0.16
H 4.333 -8.790 -3.469 0.0 0.0 -0.1 0.33
C 6.399 -4.383 0.293 0.1 0.0 0.1 -0.42
Cl 5.159 -5.594 -0.054 0.1 -0.1 0.1 -0.09
Cl 6.128 -2.893 -0.621 0.0 0.1 0.1 -0.14
H 6.372 -4.151 1.350 -0.1 0.0 0.0 0.33
H 7.367 -4.787 0.020 0.0 0.0 -0.1 0.32
C 0.890 4.930 6.271 -0.1 0.1 0.1 0.47
Cl 2.091 5.894 7.120 0.1 0.0 0.0 -0.14
Cl 1.613 3.568 5.395 0.0 -0.1 -0.1 -0.17
H 0.182 4.540 6.991 0.1 -0.1 0.0 0.31
H 0.390 5.573 5.558 0.1 0.0 0.0 -0.47
C 1.095 8.793 3.768 -0.1 0.1 0.0 0.24
Cl 0.192 8.447 5.253 -0.1 0.1 0.0 -0.17
Cl 2.769 8.244 3.881 0.0 0.0 0.0 -0.13
H 0.614 8.276 2.945 0.0 -0.1 0.0 0.06
H 1.089 9.866 3.590 -0.1 -0.4 0.3 0.02
C 2.634 11.208 0.594 0.0 0.0 0.0 -0.29
Cl 2.045 9.663 -0.037 0.0 0.0 0.0 -0.13
Cl 2.129 11.461 2.269 0.2 0.5 -0.2 -0.14
H 3.716 11.210 0.556 0.0 -0.1 0.1 0.28
H 2.231 12.009 -0.014 -0.1 0.0 0.0 0.30
C 5.569 -4.215 -5.351 0.0 0.0 -0.1 0.14
Cl 6.246 -3.666 -3.812 -0.1 0.0 0.0 -0.09
Cl 6.833 -4.697 -6.490 -0.1 -0.1 -0.1 -0.18
H 4.929 -5.067 -5.162 0.1 -0.1 0.0 -0.15
H 4.999 -3.404 -5.788 0.1 0.1 0.0 0.30
C 9.282 -2.274 -5.180 0.0 0.0 0.0 0.20
Cl 10.509 -2.636 -3.959 -0.1 0.0 0.0 -0.16
Cl 9.990 -1.536 -6.622 -0.1 0.0 0.0 -0.17
H 8.794 -3.197 -5.467 0.1 0.0 0.0 -0.10
H 8.561 -1.586 -4.755 0.1 0.1 0.0 0.22
```
Forces are in eV/Å.

No. 4
This record from the OMol25 dataset describes the ion C23H24NO2 with charge +1. The level of theory is ωB97M-V/def2-TZVPD.

The SMILES is COc1ccc(C2([NH2+]C[C@@H](C)O)c3ccccc3-c3ccccc32)cc1. For the HOMO-LUMO gap, the calculation gives 8.254 eV. As for the energy above the lowest of the compared OMol25 structures with the same formula, charge and spin: 2.098 eV. As for the charge: +1.

XYZ file:
```
50
Properties=species:S:1:pos:R:3:forces:R:3:nbo_charge:R:1
C 6.021 -0.505 -2.362 0.4 -0.4 -0.3 -0.27
O 5.379 0.463 -1.544 -0.9 -0.4 -0.4 -0.47
C 4.052 0.273 -1.338 0.1 0.1 1.1 0.34
C 3.457 1.210 -0.467 -0.8 -0.1 -0.6 -0.23
C 2.107 1.082 -0.159 0.5 0.0 0.0 -0.22
C 1.297 0.033 -0.641 0.3 -0.3 1.3 -0.06
C -0.171 -0.048 -0.119 -1.6 0.1 -4.4 0.05
N -0.307 0.400 1.507 2.1 -2.9 -1.5 -0.65
C -1.405 0.293 2.439 -2.7 -0.6 -0.1 -0.27
C -1.044 0.538 3.903 1.4 0.3 0.8 0.10
C -2.236 0.435 4.852 0.2 -0.1 -0.6 -0.62
O -0.030 -0.387 4.387 -0.4 0.3 -1.1 -0.71
C -0.944 -1.318 -0.538 -1.2 0.3 -0.2 -0.09
C -0.610 -2.675 -0.532 0.2 0.7 0.2 -0.18
C -1.542 -3.609 -0.993 0.2 0.4 -0.4 -0.21
C -2.769 -3.205 -1.542 0.2 -0.1 0.7 -0.16
C -3.109 -1.863 -1.622 0.7 0.9 0.8 -0.20
C -2.189 -0.927 -1.112 0.2 -0.3 0.3 0.00
C -2.251 0.551 -1.158 0.1 0.3 -0.7 -0.08
C -3.211 1.380 -1.760 0.3 -0.6 0.5 -0.16
C -2.911 2.732 -1.914 0.1 0.2 1.1 -0.19
C -1.705 3.259 -1.425 0.5 -0.5 -0.2 -0.18
C -0.740 2.434 -0.821 0.0 -0.5 -0.5 -0.27
C -1.027 1.070 -0.711 -0.9 0.1 -0.6 0.04
C 1.925 -0.917 -1.477 0.2 -0.3 0.2 -0.17
C 3.299 -0.822 -1.788 -0.3 0.5 -0.1 -0.30
H 7.053 -0.160 -2.472 -0.3 -0.1 0.0 0.22
H 6.007 -1.498 -1.885 0.1 0.3 -0.1 0.18
H 5.562 -0.600 -3.361 0.1 0.2 0.4 0.19
H 4.036 2.065 -0.122 -0.1 -0.3 0.0 0.24
H 1.678 1.823 0.509 0.2 0.0 0.0 0.20
H 0.242 -0.525 1.313 0.5 2.3 2.7 0.51
H -0.088 1.331 1.154 1.0 0.0 1.5 0.47
H -1.877 -0.709 2.384 0.5 0.3 -0.3 0.24
H -2.206 1.008 2.138 0.6 -0.3 0.1 0.23
H -0.629 1.556 3.988 -0.1 -0.1 -0.1 0.17
H -3.034 1.113 4.556 -0.1 0.0 -0.1 0.22
H -2.599 -0.586 4.872 -0.2 -0.2 -0.1 0.22
H -1.967 0.699 5.868 0.3 0.0 0.0 0.25
H 0.723 -0.402 3.761 -0.5 0.2 0.6 0.46
H 0.400 -2.952 -0.227 -0.4 -0.3 0.2 0.23
H -1.256 -4.652 -0.996 -0.2 0.0 0.1 0.23
H -3.496 -3.951 -1.817 0.0 -0.2 -0.3 0.23
H -4.079 -1.501 -1.964 0.3 -0.3 -0.2 0.23
H -4.174 0.935 -2.045 0.5 0.5 -0.1 0.23
H -3.673 3.418 -2.247 0.0 0.0 -0.4 0.24
H -1.428 4.297 -1.591 -0.3 -0.1 0.1 0.23
H 0.276 2.790 -0.598 -0.7 0.2 0.0 0.23
H 1.396 -1.794 -1.886 0.1 0.7 0.3 0.24
H 3.796 -1.580 -2.395 -0.5 0.2 0.1 0.24
```
Forces are in eV/Å.

No. 5
This record from the OMol25 dataset describes a structure of composition ClCr. The level of theory is ωB97M-V/def2-TZVPD.

As for the expectation value of S²: 6.15. For the HOMO-LUMO gap (alpha / beta), the calculation gives 6.683 / 8.330 eV. As for the energy above the lowest of the compared OMol25 structures with the same formula, charge and spin: 0.598 eV. As for the spin multiplicity: 5. As for the charge: +1.

XYZ file:
```
2
Properties=species:S:1:pos:R:3:forces:R:3:mulliken_spin:R:1
Cr -1.177 0.154 -0.345 2.8 -0.4 0.8 4.24
Cl 1.177 -0.154 0.345 -2.8 0.4 -0.8 -0.24
```
Forces are in eV/Å.

No. 6
This record from the OMol25 dataset describes a cluster of 2 separate species, CH2Cl3OP in total. The level of theory is ωB97M-V/def2-TZVPD.

As for the expectation value of S²: 2.01. For the HOMO-LUMO gap (alpha / beta), the calculation gives 8.096 / 8.291 eV. As for the energy above the lowest of the compared OMol25 structures with the same formula, charge and spin: 1.954 eV. As for the spin multiplicity: 3.

XYZ file:
```
8
Properties=species:S:1:pos:R:3:forces:R:3:mulliken_spin:R:1
C 1.778 -0.177 0.400 -1.7 -1.5 1.7 0.06
O -3.292 0.749 0.562 -2.9 0.0 5.0 0.47
P -2.575 0.783 -0.661 2.4 -1.4 -5.8 1.09
Cl 0.097 0.394 0.186 -0.1 0.5 0.0 0.03
Cl 1.895 -1.558 -0.680 0.7 -0.3 -0.3 0.00
Cl 2.876 1.105 0.071 0.6 0.0 0.3 0.01
H 1.695 -0.632 1.459 1.1 1.2 -1.6 0.00
H -2.475 -0.664 -1.339 -0.1 1.6 0.7 0.35
```
Forces are in eV/Å.